1.
The following is a DFT calculation (ωB97M-V/def2-TZVPD) of a 3-piece molecular cluster, C2H12N2O2 overall.

```
18
Properties=species:S:1:pos:R:3
C 0.6655 1.6023 -1.8408
N 0.4387 0.7545 -0.6631
C -0.7294 -0.1823 -0.7647
N -0.3852 -1.5282 -0.3851
H 1.7451 1.6455 -2.0007
H 0.3241 2.6388 -1.7970
H 0.2181 1.0998 -2.6972
H 0.2327 1.2977 0.1675
H -1.5405 0.0569 -0.0736
H -1.0956 -0.1084 -1.7864
H -0.2202 -1.7025 0.5938
H 0.3724 -1.8904 -0.9506
O -1.9976 -1.2613 2.7071
H -2.3486 -1.4145 1.8237
H -2.4161 -0.4463 3.0139
O 2.3970 -0.5239 1.6107
H 2.5672 0.2749 2.1405
H 1.7724 -0.3127 0.9021
```

Properties
Frontier orbital gap in eV: 9.93
SMILES: CNCN.O.O
Highest occupied orbital energy in eV: -9.27

Atom charges from the Löwdin analysis, given in e for atoms 1 to 8:
1 C -0.128
2 N -0.124
3 C -0.309
4 N 0.005
5 H 0.069
6 H 0.072
7 H 0.068
8 H 0.093



2.
The following is a DFT calculation (ωB97M-V/def2-TZVPD) of a 4-piece molecular cluster, C2H12N2O2 overall.

```
18
Properties=species:S:1:pos:R:3
C 1.4601 1.1343 0.9595
N 0.4253 0.8006 0.0133
C 0.8278 -0.0799 -1.1024
N 1.1691 -1.4566 -0.8073
H 1.0315 1.4102 1.9278
H 2.0921 1.9842 0.7044
H 2.1006 0.3106 1.3040
H -0.1887 0.2094 0.6551
H 0.1191 -0.0408 -1.9297
H 1.7113 0.4128 -1.5186
H 0.3562 -2.0221 -1.0550
H 1.3282 -1.6216 0.1882
H -0.8152 -1.5261 1.2391
H -1.8201 -0.9976 -0.5599
O -0.3476 -0.9542 1.8832
H -2.6795 0.2237 -0.4616
H -3.5332 1.2712 -1.1485
O -3.2371 0.9418 -0.2915
```

Properties
⟨S²⟩: 1.759
Frontier orbital gap (alpha / beta) in eV: 8.25 / 6.65
Multiplicity: 2
Total charge: +1
Highest occupied orbital energy (alpha / beta) in eV: -15.18 / -15.23

Atom charges from the Löwdin analysis, given in e for atoms 1 to 8:
1 C -0.057
2 N 0.108
3 C -0.266
4 N 0.147
5 H 0.110
6 H 0.115
7 H 0.126
8 H 0.061



3.
The following is a DFT calculation (ωB97M-V/def2-TZVPD) of a 4-piece molecular cluster, C2H12N2O3 overall.

```
19
Properties=species:S:1:pos:R:3
C -0.3403 -0.7965 1.7693
N -1.4697 -1.3522 1.0686
C -2.0140 -0.8363 0.0484
N -1.3520 -0.5670 -1.2135
H -0.4280 -0.8460 2.8589
H -0.2029 0.2672 1.5613
H 0.6341 -1.2866 1.6255
H -3.0490 -1.1457 -0.1238
H -0.4324 -0.9594 -1.0981
H -2.0283 -0.8311 -1.9076
O 3.3776 -0.3314 0.7787
H 3.0745 0.5493 1.0134
H 2.7642 -0.6918 0.1321
O -1.1462 2.0506 0.0123
H -0.7592 2.6143 -0.6636
H -1.3305 1.1825 -0.3882
O 1.5198 0.5837 -1.8561
H 1.9373 1.1083 -1.1623
H 1.2450 1.2881 -2.4552
```

Properties
Frontier orbital gap in eV: 8.77
SMILES: C/N=C\N.O.O.O
Highest occupied orbital energy in eV: -8.57

Atom charges from the Löwdin analysis, given in e for atoms 1 to 8:
1 C -0.150
2 N -0.018
3 C -0.275
4 N 0.055
5 H 0.069
6 H 0.060
7 H 0.063
8 H 0.107



4.
The following is a DFT calculation (ωB97M-V/def2-TZVPD) of a 4-piece molecular cluster, C2H12N2O3 overall.

```
19
Properties=species:S:1:pos:R:3
C 0.5128 -0.0242 -1.2259
N 1.8282 0.0769 -0.3502
C 2.4714 1.1823 -0.4393
N 2.3718 1.8729 -1.7174
H 0.1578 1.0365 -1.1266
H -0.2948 -0.5790 -0.6649
H 0.7751 -0.2694 -2.2831
H 3.2471 1.6281 0.1992
H 1.6090 1.5048 -2.4842
H 3.1355 2.4925 -2.1143
O -3.8405 3.1600 1.1978
H -3.9514 3.5410 2.0985
H -2.9665 3.4013 0.8734
O -3.0133 -2.3703 3.3385
H -3.4359 -1.6026 3.0247
H -2.6960 -2.8289 2.5754
O 1.1313 -3.6135 -1.1599
H 2.1074 -3.5087 -1.0843
H 0.7875 -2.8225 -1.5611
```

Properties
Frontier orbital gap in eV: 9.29
SMILES: C/N=C\N.O.O.O
Highest occupied orbital energy in eV: -8.91

Atom charges from the Löwdin analysis, given in e for atoms 1 to 8:
1 C -0.130
2 N -0.057
3 C -0.299
4 N -0.021
5 H 0.063
6 H 0.081
7 H 0.066
8 H 0.107



5.
The following is a DFT calculation (ωB97M-V/def2-TZVPD) of a 3-piece molecular cluster, C2H12N3O2 overall.

```
19
Properties=species:S:1:pos:R:3
C 1.5998 -0.2603 1.7627
N 0.4839 -0.9075 1.0410
C 0.3577 -0.7743 -0.2972
N -0.4433 -1.6899 -0.8730
N 0.9215 0.3239 -0.8053
H 1.3372 -0.3398 2.8083
H 1.7462 0.7447 1.3820
H 2.5643 -0.6784 1.4658
H 0.0506 -1.6978 1.4884
H -0.5006 -2.5495 -0.3547
H -0.6642 -1.8187 -1.8448
H 0.6005 0.4095 -1.7562
H 0.7393 1.2599 -0.4623
H -2.1160 -0.2304 -1.8401
H -1.7435 1.2097 -2.3171
O -1.4824 0.4844 -1.7639
H -1.3123 1.7614 1.4427
H -1.3075 2.7536 0.2786
O -0.8312 1.9996 0.6453
```

Properties
Frontier orbital gap in eV: 11.13
Total charge: +1
Highest occupied orbital energy in eV: -14.13

Atom charges from the Löwdin analysis, given in e for atoms 1 to 8:
1 C -0.024
2 N 0.037
3 C -0.422
4 N 0.196
5 N 0.176
6 H 0.098
7 H 0.074
8 H 0.099



6.
The following is a DFT calculation (ωB97M-V/def2-TZVPD) of a 2-piece molecular cluster, C2H12N4 overall.

```
18
Properties=species:S:1:pos:R:3
N -1.3492 -1.6083 -0.3069
C -2.5560 -0.7263 -0.3158
N -3.1300 0.0005 -1.4357
H -0.5469 -1.1340 0.0688
H -1.1527 -1.7332 -1.2955
H -2.2824 -0.1305 0.5170
H -3.3995 -1.4392 -0.1329
H -2.3823 0.7238 -1.6116
H -3.0737 -0.4215 -2.3195
N 3.0635 -0.3312 1.0401
C 2.6535 0.9767 0.6085
N 1.1810 1.2924 0.8752
H 2.5398 -0.6300 1.8482
H 2.7066 -0.8275 0.2154
H 2.9931 1.0453 -0.5050
H 3.3309 1.7311 1.1304
H 0.4220 1.0311 0.2937
H 0.9823 2.1806 1.3257
```

Properties
Frontier orbital gap in eV: 10.06
SMILES: NCN.NCN
Highest occupied orbital energy in eV: -9.36

Atom charges from the Löwdin analysis, given in e for atoms 1 to 8:
1 N -0.006
2 C -0.375
3 N -0.001
4 H 0.019
5 H 0.051
6 H 0.088
7 H 0.106
8 H 0.080